No. 1
The following is a DFT calculation (the ωB97M-V functional and the def2-TZVPD basis) of C3H7NO2 as an isolated structure.

Computed properties:
- ΔE to the lowest compared entry with this formula, charge and spin: 2.914 eV
- HOMO-LUMO gap: 9.96 eV
- LUMO: 0.599 eV
- Total energy: -323.6739 hartree
- Net charge: 0
- E_HOMO: -9.36 eV
- Strongest force on any atom: 0.05200 hartree/bohr

Atoms and positions in Å:
O -1.28411 -0.39250 1.39761
C -1.06659 -0.58366 0.08855
C -0.60895 0.69171 -0.69472
N 0.85753 0.68648 -0.63577
C 1.36750 -0.11796 0.35562
O 1.09839 -0.03359 1.58171
H -0.16356 -0.08111 1.73842
H -1.83573 -1.17730 -0.42111
H -0.02118 -1.19695 -0.02711
H -1.02505 1.57377 -0.20426
H -0.92650 0.68606 -1.74433
H 1.29474 0.53679 -1.53713
H 2.31350 -0.59173 0.10250

Results of the natural (NBO) charge analysis, in e, for atoms 1 through 4:
1. O -0.744
2. C -0.001
3. C -0.280
4. N -0.594

***

No. 2
The following is a DFT calculation (the ωB97M-V functional and the def2-TZVPD basis) of C26H56IrNO2P2Si4Te as an isolated structure.

Computed properties:
- ΔE to the lowest compared entry with this formula, charge and spin: 0.824 eV
- 2S+1: 6
- HOMO-LUMO gap (spin up / spin down): 4.27 / 4.46 eV
- LUMO (spin up / spin down): -2.265 / -6.209 eV
- Total energy: -3442.1881 hartree
- Expectation value of S²: 8.79
- Net charge: +1
- E_HOMO (spin up / spin down): -6.53 / -10.66 eV
- Strongest force on any atom: 0.10104 hartree/bohr

Atoms and positions in Å:
C -0.92187 2.67875 -4.89438
C -0.90855 1.55261 -4.13277
N 0.11934 1.20725 -3.35895
C 1.25632 1.85636 -3.51227
C 1.34858 2.95184 -4.36022
C 0.21179 3.41687 -5.05886
C -2.17047 0.78818 -3.91066
P -2.23582 -0.35304 -2.55464
Ir -0.02852 -0.52852 -2.11192
P 2.28208 -0.33223 -2.22924
C 2.48888 1.38650 -2.80260
C -0.09825 -2.39582 -1.12208
C -1.05346 -2.54381 -0.13136
C -1.08316 -3.73720 0.61796
C -0.10888 -4.72795 0.37356
C 0.82600 -4.56442 -0.64877
C 0.82060 -3.39675 -1.42250
O -1.86114 -0.93517 -6.08765
O 0.38109 -1.08671 -5.29285
H -1.87479 2.91672 -5.36491
H 2.29569 3.41510 -4.48510
H 0.25679 4.25719 -5.71644
C -3.21529 0.51415 -1.32448
C -3.11374 -1.85020 -2.99561
H 3.39083 1.43334 -3.43805
H 2.70038 2.05752 -1.96015
H -2.11117 0.20355 -4.70275
H -3.12586 1.28943 -3.97189
C 3.28210 -0.55293 -0.72701
C 3.05985 -1.32825 -3.53551
H -1.78003 -1.76779 0.09144
H -1.85863 -3.90079 1.36938
H -0.11147 -5.65490 0.96554
H 1.59923 -5.32251 -0.84560
H 1.55121 -3.25346 -2.21327
H 0.31312 -1.12353 -4.29735
H 0.77022 -1.65410 -6.03628
H -0.88043 -0.89834 -5.90683
H -1.99199 -0.44322 -6.98811
H 0.56849 -1.60309 -3.31632
H -4.14532 0.90318 -1.74580
H -3.50338 -0.14720 -0.50691
H -2.67575 1.33689 -0.85008
H -4.19526 -1.67103 -2.99359
H -2.77662 -2.14683 -3.99252
H -2.89123 -2.63751 -2.26897
H 4.06886 -0.94539 -3.75116
H 3.12033 -2.37236 -3.19534
H 2.42530 -1.27263 -4.43708
H 4.34490 -0.56972 -1.01239
H 3.11903 0.27232 -0.01945
H 3.02833 -1.51243 -0.24639
C -3.28387 1.46649 3.21832
Si -2.08275 0.07138 3.59906
C -1.83452 -0.03108 5.45314
C -2.79259 -1.55865 3.00254
Si -0.00469 0.56854 2.50958
Te 0.11351 1.05378 0.01967
Si 0.40787 2.84439 2.95413
C 0.32092 3.05696 4.82043
C 2.07999 3.42494 2.34681
C -0.86714 3.96830 2.15889
Si 1.74760 -0.72784 3.48837
C 1.46103 -0.93399 5.33050
C 1.73604 -2.39052 2.62843
C 3.40274 0.13083 3.27826
H -4.27738 1.13919 3.55996
H -3.35013 1.68947 2.14730
H -3.03126 2.39685 3.74480
H -2.82840 0.06812 5.90898
H -1.42612 -1.00267 5.75199
H -1.19255 0.75120 5.86919
H -2.75243 -1.67842 1.91227
H -2.26322 -2.41110 3.45548
H -3.84963 -1.60086 3.31182
H 1.06670 2.45775 5.35392
H 0.53760 4.11312 5.03869
H -0.66356 2.83059 5.24303
H 2.12511 3.51988 1.25925
H 2.25156 4.42752 2.76736
H 2.91952 2.79703 2.65369
H -0.82562 3.96165 1.06700
H -1.89980 3.75588 2.44265
H -0.64980 4.99792 2.48126
H 0.71358 -1.70578 5.54464
H 2.41554 -1.26048 5.76569
H 1.15674 -0.01364 5.84212
H 1.60615 -2.31470 1.54122
H 2.68976 -2.89812 2.82568
H 0.92605 -3.03300 3.00342
H 3.68243 0.28309 2.23083
H 3.44714 1.09963 3.79122
H 4.15958 -0.52161 3.73756

Results of the Löwdin charge analysis, in e, for atoms 1 through 4:
1. C -0.064
2. C -0.357
3. N -0.147
4. C -0.401

***

No. 3
The following is a DFT calculation (the ωB97M-V functional and the def2-TZVPD basis) of C35H55AsBN2OPSSi2Sn as an isolated structure.

Computed properties:
- ΔE to the lowest compared entry with this formula, charge and spin: 1.170 eV
- HOMO-LUMO gap: 6.34 eV
- LUMO: -0.340 eV
- Total energy: -5344.8991 hartree
- Net charge: 0
- E_HOMO: -6.68 eV
- Strongest force on any atom: 0.02654 hartree/bohr

Atoms and positions in Å:
Sn -0.67553 -0.19892 -0.82430
C -4.36583 -0.15623 -1.07512
C -4.43907 0.29612 0.37536
C -4.55089 1.81634 0.45062
C -3.26544 -0.25029 1.21456
C -3.58343 -0.16706 2.71798
O -2.58817 0.69861 3.22952
C -1.76522 1.03444 2.22446
N -2.03193 0.50872 1.09116
C -0.74345 2.00884 2.60526
C -0.97599 2.61124 3.85087
C -0.15242 3.58747 4.36147
C 0.94316 4.00295 3.62457
C 1.19239 3.41819 2.40078
C 0.38149 2.40828 1.87233
P 0.94637 1.72882 0.27045
C 2.75922 1.61123 0.57843
C 3.63727 1.62839 -0.50100
C 5.00290 1.53113 -0.30333
C 5.51985 1.38712 0.97266
C 4.65080 1.32261 2.04827
C 3.28565 1.43236 1.85510
C 0.84724 3.21776 -0.79210
C 0.31284 4.43389 -0.37922
C 0.26093 5.50218 -1.25711
C 0.73802 5.37696 -2.54866
C 1.20386 4.14889 -2.98487
C 1.23759 3.07190 -2.12107
H -5.26331 0.16024 -1.60036
H -4.29868 -1.24220 -1.12903
H -3.50414 0.29721 -1.56614
H -5.33753 -0.15118 0.82583
H -3.68206 2.27946 -0.00812
H -4.63335 2.15741 1.48166
H -5.43489 2.14721 -0.08986
H -3.05825 -1.27616 0.90441
H -3.51636 -1.12813 3.23285
H -4.56211 0.27844 2.92495
H -1.82963 2.29048 4.42318
H -0.36709 4.02013 5.32507
H 1.59688 4.77209 4.00536
H 2.04878 3.74663 1.82890
H 3.25927 1.71948 -1.50484
H 5.67390 1.55903 -1.14883
H 6.58618 1.30989 1.12575
H 5.03903 1.18007 3.04672
H 2.63769 1.39374 2.71539
H -0.08436 4.55443 0.61767
H -0.16981 6.43928 -0.93702
H 0.71099 6.22280 -3.22059
H 1.52349 4.02015 -4.00828
H 1.53025 2.09999 -2.49143
C -0.93976 -2.63768 -3.93573
As 0.97057 -2.31724 -3.77110
C 1.63235 -2.37403 -5.60635
C 1.74669 -3.91652 -2.95753
S 1.45891 -0.44733 -3.00102
H -1.10385 -3.63052 -4.34956
H -1.37111 -1.88235 -4.59691
H -1.41741 -2.55992 -2.95851
H 1.46339 -3.35505 -6.05331
H 2.70227 -2.14419 -5.61334
H 1.11934 -1.60583 -6.18968
H 1.84105 -4.67262 -3.73585
H 1.11002 -4.28457 -2.15461
H 2.72883 -3.69163 -2.53913
C -2.38085 -3.77357 -0.47579
Si -0.88994 -3.69858 0.74217
C -1.53934 -3.34546 2.50161
C -0.26199 -5.51310 0.74270
C 0.33917 -2.37386 0.18337
Si 1.88016 -2.28889 1.29214
C 2.59433 -3.87423 2.11096
C 1.50889 -1.17075 2.79654
C 3.33357 -1.67811 0.21122
H -3.26557 -4.18698 0.00003
H -2.14885 -4.39685 -1.33585
H -2.63517 -2.78016 -0.84521
H -2.55072 -3.71026 2.65531
H -1.52656 -2.28062 2.70258
H -0.90133 -3.81713 3.24038
H -1.06345 -6.21356 0.96292
H 0.51553 -5.66250 1.48200
H 0.15775 -5.79221 -0.22034
H 0.70562 -2.68287 -0.81406
H 1.92035 -4.27522 2.86146
H 3.53505 -3.64967 2.60955
H 2.79191 -4.66042 1.38830
H 0.85520 -1.68605 3.49190
H 1.00274 -0.26055 2.48399
H 2.41335 -0.90318 3.33354
H 3.82705 -2.51910 -0.26726
H 4.08240 -1.14641 0.78665
H 2.98571 -1.01634 -0.57488
B -2.91529 4.09238 -2.56209
C -2.15043 2.84058 -2.08228
N -1.55934 1.92557 -1.67010
H -3.01575 4.79574 -1.58890
H -3.98751 3.74978 -2.97743
H -2.24509 4.60961 -3.41281

Results of the Löwdin charge analysis, in e, for atoms 1 through 4:
1. Sn 0.971
2. C -0.073
3. C -0.370
4. C -0.041

***

No. 4
The following is a DFT calculation (the ωB97M-V functional and the def2-TZVPD basis) of C31H45AlBCl4F5N2O13 as an isolated structure.

Computed properties:
- HOMO-LUMO gap: 1.05 eV
- LUMO: -6.414 eV
- Total energy: -4902.6946 hartree
- Net charge: 0
- E_HOMO: -7.46 eV
- Strongest force on any atom: 0.05530 hartree/bohr

Atoms and positions in Å:
C -2.19470 1.48905 5.65498
C -1.70159 0.53789 5.10840
C -0.95451 -0.58589 4.41064
O 0.27093 0.10054 4.00301
C 0.62190 -0.53352 2.75913
O 1.76935 -0.76349 2.56606
C -0.64805 -0.84418 1.94064
C -1.15143 0.24504 0.91921
C -1.34344 1.67342 1.52991
C -0.30783 2.74031 1.02098
N 0.89547 2.15793 0.38834
C -0.25991 -2.11565 1.08075
O 0.78754 -1.83323 0.15442
O 1.89091 -2.64825 0.39627
C -1.70905 -1.05956 3.10591
O -2.30645 -2.32050 3.18219
C -3.25655 -2.38943 2.14798
O -3.20614 -3.32212 1.41488
C -4.33888 -1.34153 1.93104
C -4.78947 -1.11004 0.60755
C -5.77230 -0.06973 0.42328
C -6.28975 0.69580 1.49216
C -5.84581 0.43209 2.81666
C -4.87057 -0.57675 3.02395
H -2.37151 2.49308 6.03810
H -0.71994 -1.42715 5.13897
H -0.56119 0.22951 -0.01594
H -2.17082 -0.11414 0.63385
H -1.35097 1.64410 2.64343
H -2.36514 2.01972 1.25197
H 0.03914 3.30435 1.92393
H -0.84723 3.47797 0.39884
H 1.61136 1.94263 1.07995
H 1.28421 2.91127 -0.18028
H 0.06853 -2.98069 1.69352
H -1.15769 -2.39484 0.49258
H 2.63430 -2.04910 0.58632
H -2.46609 -0.25123 3.00852
H -4.39085 -1.69925 -0.23123
H -6.10521 0.15074 -0.60603
H -7.01669 1.49853 1.29867
H -6.20925 1.01262 3.67701
H -4.48241 -0.78251 4.03849
N 1.96704 3.19515 -2.94516
H 2.72761 3.44910 -2.30943
H 2.29267 3.26402 -3.91334
H 1.66672 2.23282 -2.75180
H 1.17802 3.83336 -2.80677
C 4.63120 5.27279 -4.49283
Cl 6.21369 6.05435 -4.46585
Cl 3.32599 6.44939 -4.27233
H 4.50020 4.77594 -5.45073
H 4.59336 4.54173 -3.68480
Cl 6.68587 7.98726 -5.90730
Al 1.15657 -1.33636 5.67976
F -2.31702 -5.18727 0.45312
C 4.44223 0.76301 1.87433
O 4.76593 0.24579 0.59353
C 4.33150 1.06549 -0.47881
C 5.48229 1.84525 -1.09347
O 5.96603 2.83257 -0.21001
C 7.19227 2.46634 0.41031
H 4.94435 0.14814 2.62051
H 4.78851 1.85708 2.01061
H 3.36438 0.70376 2.03665
H 3.53207 1.74155 -0.15477
H 3.91982 0.39247 -1.24121
H 5.11228 2.37152 -1.98652
H 6.28362 1.17047 -1.40839
H 8.00333 2.47822 -0.32470
H 7.12829 1.47943 0.87404
H 7.40960 3.20042 1.18327
C 0.34542 -7.44678 2.52023
C 0.40075 -6.59719 3.54362
C 1.63830 -5.85069 3.85553
O 1.68950 -5.07094 4.79382
C 2.81512 -6.08045 2.98784
C 2.76369 -6.92923 1.96485
C 1.52287 -7.67951 1.64980
O 1.47613 -8.45020 0.71819
H -0.55150 -8.00103 2.27664
H -0.44932 -6.41406 4.18818
H 3.71097 -5.52329 3.23242
H 3.61431 -7.11069 1.32019
C -5.89662 1.85972 -4.73466
O -5.70339 0.66066 -3.97602
C -4.80366 -0.18034 -4.49913
O -4.17291 -0.00149 -5.49604
O -4.73090 -1.24986 -3.69500
C -3.79906 -2.24348 -4.12206
H -6.64140 2.45870 -4.21251
H -4.96992 2.43015 -4.79796
H -6.27090 1.62842 -5.73096
H -2.78865 -1.83579 -4.15346
H -4.08168 -2.64324 -5.09548
H -3.82616 -3.05152 -3.39289
B -2.02900 2.64686 -6.99184
F -3.42008 2.70398 -7.23850
F -1.54911 1.34244 -7.24911
F -1.35717 3.57153 -7.82949
F -1.77542 2.98259 -5.62338
Cl 4.83923 3.23713 3.00028

Results of the Löwdin charge analysis, in e, for atoms 1 through 4:
1. C 0.164
2. C -0.049
3. C -0.307
4. O -0.145